Entry 1:
Computed, not measured: an isolated molecule of C5H12O2, with wB97M-V/def2-TZVPD.

```
19
Properties=species:S:1:pos:R:3:forces:R:3
O -1.88119 -0.30948 0.56566 -0.191 -0.085 -0.053
O 0.46380 -1.43111 -0.20805 -0.124 -0.077 0.170
C 0.33729 -0.02025 -0.24648 0.042 0.238 -0.060
C 2.26925 0.12375 1.39161 0.072 -0.007 0.009
C -1.13803 0.34508 -0.46810 0.126 0.125 -0.164
C -1.63665 -0.06666 -1.84313 0.006 -0.035 -0.035
C 0.88084 0.63469 1.02408 -0.048 0.026 0.031
H 2.24251 -0.95305 1.58205 0.043 0.174 -0.019
H 0.93284 0.30621 -1.11007 -0.110 -0.021 0.105
H 0.17358 0.44765 1.84359 0.113 -0.009 -0.099
H 0.89755 1.72273 0.87220 0.002 -0.151 0.002
H -0.13819 -1.70978 0.49908 0.096 -0.073 -0.128
H 2.65430 0.62450 2.28545 -0.054 -0.061 -0.121
H -2.71255 0.11955 -1.93888 0.142 -0.017 0.016
H 2.97767 0.29497 0.57242 -0.077 -0.017 0.119
H -1.43503 -1.13149 -2.00591 -0.045 0.131 0.011
H -2.49516 -0.92284 0.14699 0.026 0.089 0.094
H -1.12738 0.49642 -2.63162 -0.050 -0.056 0.132
H -1.26544 1.42910 -0.33088 0.031 -0.174 -0.009
```
Positions in Å, forces in eV/Å.

## Properties
lowest unoccupied orbital energy = 0.88 eV
highest occupied orbital energy = -10.02 eV
SMILES string = CC[C@@H](O)[C@@H](C)O
ΔE to the lowest compared entry with this formula, charge and spin = 54.08 kJ/mol
energy = -9474.5752 eV

These are the Löwdin partial charges, in e, on atoms 1 to 5:
1 O -0.04
2 O -0.03
3 C -0.38
4 C -0.10
5 C -0.39

***

Entry 2:
Computed, not measured: a cluster of 3 separate species, C5H12O2 in total, with wB97M-V/def2-TZVPD.

```
19
Properties=species:S:1:pos:R:3:forces:R:3
O -1.65503 -0.44329 2.47145 0.084 -0.427 -0.068
O -2.95637 -2.17413 0.67752 0.149 -0.834 0.122
C -0.13690 1.58518 -0.61402 -0.640 -1.158 0.961
C 1.07662 0.81075 -0.86451 0.270 0.335 -1.201
C 2.40712 -1.28909 -0.81737 -0.488 -0.617 -0.382
C 1.11865 -0.51594 -0.72598 0.517 0.572 0.313
C -0.51262 2.82235 -0.90750 0.977 0.297 -0.635
H -2.35736 -1.45470 0.85340 0.152 0.894 0.031
H 0.06495 3.39532 -1.62910 0.208 0.095 0.262
H 1.96396 1.31193 -1.24821 0.014 0.131 0.285
H -1.33113 3.36775 -0.47251 -0.501 -0.415 -0.007
H -0.75911 0.92341 -0.00225 -0.457 0.680 0.129
H 2.45444 -1.86830 -1.74511 -0.009 0.087 -0.064
H 3.29309 -0.66246 -0.77133 -0.080 0.203 0.007
H -0.69205 -0.40106 2.52181 -0.247 0.461 0.040
H -2.60229 -2.79465 1.33119 -0.467 -0.184 -0.206
H 0.17848 -1.00916 -0.49506 0.179 -0.324 0.153
H 2.47835 -2.04442 -0.03511 -0.027 0.092 0.200
H -2.03279 0.44050 2.47268 0.367 0.114 0.062
```
Positions in Å, forces in eV/Å.

## Properties
lowest unoccupied orbital energy = 0.53 eV
highest occupied orbital energy = -8.80 eV
SMILES string = C=C/C=C/C.O.O
ΔE to the lowest compared entry with this formula, charge and spin = 196.07 kJ/mol
energy = -9473.1036 eV

These are the Löwdin partial charges, in e, on atoms 1 to 5:
1 O -0.05
2 O -0.07
3 C -0.20
4 C -0.14
5 C -0.10

***

Entry 3:
Computed, not measured: a cluster of 3 separate species, C5H12O3 in total, with wB97M-V/def2-TZVPD.

```
20
Properties=species:S:1:pos:R:3:forces:R:3
O 1.95058 -0.45558 0.04500 -0.008 0.216 -0.269
O 3.29201 0.77394 1.84774 0.082 -0.263 0.208
O 1.43342 0.43465 -2.61014 -0.013 0.032 0.182
C 0.77952 -0.85665 0.41572 1.549 -2.253 -1.031
C -0.14954 0.51906 0.56784 -1.597 2.482 0.520
C -2.35928 0.04313 -0.31814 0.453 0.340 -1.186
C -3.63899 -0.31085 -0.41345 -0.368 -0.646 1.008
C -1.48615 0.17424 0.79460 0.091 -0.290 0.256
H -1.88500 0.32609 -1.24944 0.096 0.135 -0.154
H -1.83893 -0.07481 1.78883 -0.012 -0.108 0.095
H -4.18856 -0.70876 0.44377 0.015 0.315 -0.218
H -4.14413 -0.27140 -1.36746 -0.038 -0.037 0.014
H 1.75439 0.24487 -1.70493 0.014 -0.158 -0.004
H 0.29296 -1.46563 -0.36266 -0.524 0.213 0.032
H 4.19051 0.46099 1.69770 -0.051 0.148 0.112
H 2.75189 0.17847 1.25936 0.333 0.482 -0.053
H 0.31948 1.11763 1.34009 0.260 -0.540 0.511
H 0.79215 -1.43688 1.34922 -0.528 0.480 0.424
H 2.17745 0.21312 -3.17623 -0.026 0.018 -0.029
H -0.04380 1.09438 -0.34741 0.272 -0.567 -0.417
```
Positions in Å, forces in eV/Å.

## Properties
lowest unoccupied orbital energy = -2.46 eV
highest occupied orbital energy = -8.93 eV
ΔE to the lowest compared entry with this formula, charge and spin = 446.57 kJ/mol
energy = -11518.1376 eV

These are the Löwdin partial charges, in e, on atoms 1 to 5:
1 O -0.17
2 O -0.12
3 O -0.09
4 C -0.33
5 C -0.12

***

Entry 4:
Computed, not measured: a cluster of 2 separate species, C5H12O3 in total, with wB97M-V/def2-TZVPD.

```
20
Properties=species:S:1:pos:R:3:forces:R:3
O -1.78183 -1.24565 2.65508 0.273 -0.069 -0.369
O 2.79611 -0.36048 0.77756 0.142 -0.061 0.112
O 1.81440 1.47447 -0.04371 0.034 0.634 -0.210
C 0.77490 -0.67426 -0.36162 -0.662 -0.303 -0.453
C -2.73557 0.44045 -1.65375 0.201 0.102 -0.528
C -1.46079 0.53771 -0.79972 -0.511 0.994 0.641
C 1.82278 0.28783 0.08933 -0.023 -0.289 0.503
C -0.25561 -0.16631 -1.37627 1.091 0.231 -0.652
H -1.26310 1.59868 -0.62245 0.416 0.078 -0.464
H -3.53955 -0.04240 -1.10338 -0.154 0.032 -0.179
H -1.99583 -2.11951 2.99389 -0.108 0.141 0.138
H -2.55888 -0.09533 -2.59297 0.052 -0.409 0.314
H 0.25787 -1.02186 0.52822 -0.047 -0.048 0.335
H 1.26039 -1.55225 -0.75795 0.375 -0.304 -0.092
H 0.28266 0.47631 -2.08143 -0.063 0.442 0.210
H -2.22310 -0.59871 3.20666 -0.139 -0.064 0.201
H -1.64266 0.26851 0.25064 -0.121 -0.783 -0.372
H -0.51735 -0.96333 -2.07799 -0.413 -0.397 0.592
H -3.06468 1.40737 -2.04702 -0.123 0.069 0.539
H 3.39680 0.29159 1.17561 -0.220 0.005 -0.267
```
Positions in Å, forces in eV/Å.

## Properties
lowest unoccupied orbital energy = 0.64 eV
highest occupied orbital energy = -10.29 eV
SMILES string = CCCCC(=O)O.O
ΔE to the lowest compared entry with this formula, charge and spin = 41.12 kJ/mol
energy = -11522.3398 eV

These are the Löwdin partial charges, in e, on atoms 1 to 5:
1 O -0.05
2 O 0.09
3 O 0.12
4 C -0.11
5 C -0.10

***

Entry 5:
Computed, not measured: an isolated molecule of C5H12O3, with wB97M-V/def2-TZVPD.

```
20
Properties=species:S:1:pos:R:3:forces:R:3
O 0.34010 1.11822 0.03386 -0.300 0.131 -0.748
O 0.41619 -2.02628 -0.52156 -0.055 0.036 -0.285
O 1.42360 -1.98295 1.54735 0.067 -0.085 0.170
C 0.57617 -1.28127 0.66463 -0.151 0.361 0.087
C 1.23351 0.06877 0.26997 0.170 -0.299 -0.054
C -0.22974 1.22010 -1.31166 0.466 -0.396 0.921
C -1.26015 2.32570 -1.19490 0.245 -0.057 0.853
C -0.74734 -1.08465 1.39612 0.420 -0.026 -0.190
H -1.48349 -0.65627 0.72294 -0.031 0.055 -0.018
H -1.10004 -2.04538 1.76518 -0.017 -0.090 0.039
H 2.27167 -2.13356 1.11269 -0.050 0.027 -0.070
H -0.02171 -2.85853 -0.30533 0.009 0.049 0.064
H -0.68084 0.25481 -1.57210 0.154 0.144 -0.088
H 1.87610 -0.10756 -0.60539 0.013 -0.038 0.104
H -1.28568 2.49508 -0.09466 -0.481 0.204 -0.796
H 1.86006 0.38199 1.11379 -0.146 -0.080 -0.130
H -2.23603 2.01760 -1.56401 -0.023 0.144 0.024
H -0.59547 -0.41293 2.23490 -0.077 0.052 0.119
H 0.57782 1.46422 -2.01409 -0.111 -0.190 0.056
H -0.93472 3.24289 -1.67772 -0.103 0.057 -0.057
```
Positions in Å, forces in eV/Å.

## Properties
lowest unoccupied orbital energy = 0.80 eV
highest occupied orbital energy = -9.70 eV
SMILES string = CCOCC(C)(O)O
ΔE to the lowest compared entry with this formula, charge and spin = 112.80 kJ/mol
energy = -11521.5968 eV

These are the Löwdin partial charges, in e, on atoms 1 to 5:
1 O -0.18
2 O 0.01
3 O 0.01
4 C -0.63
5 C -0.15

***

Entry 6:
Computed, not measured: a cluster of 2 separate species, C5H12OSi in total, with wB97M-V/def2-TZVPD.

```
19
Properties=species:S:1:pos:R:3:forces:R:3
Si -1.18200 -0.88396 0.32110 -0.405 -1.556 0.681
O -0.64749 0.21840 1.18602 -0.022 0.771 0.663
C 2.44927 0.87042 -0.28328 -1.518 -0.352 2.137
C 1.27440 1.89594 -0.16002 2.217 0.438 -3.986
C -1.44201 -2.51193 1.27703 1.545 -0.274 -2.592
C -1.49287 -0.75888 -1.50967 0.261 -0.340 0.890
C 0.45899 2.42395 0.70843 1.199 0.177 -0.988
H -0.42626 -2.82189 1.59640 -0.471 0.441 0.269
H 3.07482 1.00782 -1.16450 -0.455 0.046 -0.104
H -1.27006 -1.65266 -2.05839 0.025 -0.604 -0.222
H -2.51365 -0.48318 -1.67944 -0.691 0.174 -0.174
H 1.06844 2.29071 -1.21867 0.156 -0.782 1.271
H 3.16105 0.77946 0.59317 -1.058 0.178 -0.730
H -2.11735 -2.46323 2.09868 -0.526 -0.055 0.418
H -0.85535 0.02098 -1.86235 0.409 0.711 -0.287
H 1.81793 -0.07202 -0.32317 1.335 0.482 -0.221
H -1.65025 -3.26755 0.49534 -0.638 -0.005 0.687
H -0.23971 3.05519 0.25697 -1.264 0.991 -0.062
H 0.53211 2.35244 1.72633 -0.102 -0.442 2.349
```
Positions in Å, forces in eV/Å.

## Properties
lowest unoccupied orbital energy = 0.41 eV
highest occupied orbital energy = -8.42 eV
SMILES string = C[Si](C)=O.C=CC
ΔE to the lowest compared entry with this formula, charge and spin = 205.15 kJ/mol
energy = -15303.1779 eV

These are the Löwdin partial charges, in e, on atoms 1 to 5:
1 Si 0.57
2 O -0.32
3 C -0.10
4 C -0.27
5 C -0.18